This record from OMol25 describes C4H11N3O as an isolated structure. The level of theory is ωB97M-V with the def2-TZVPD basis set.

```
19
Properties=species:S:1:pos:R:3
C -0.3779 0.0825 1.4432
C 2.2845 -1.7202 1.1094
C -1.3145 0.7341 -1.9633
N -0.3774 0.7910 0.3448
C -1.5638 0.8134 -0.4836
N 0.8854 1.0622 -0.1389
O 1.2276 -1.3310 0.2886
N -2.6675 0.8729 0.1261
H 1.3159 -0.0952 -0.0917
H 0.8301 1.5907 -0.9990
H -1.2839 -0.4211 1.7323
H 0.4672 0.1670 2.1037
H -3.4567 0.8189 -0.5133
H 2.0803 -2.6945 1.5757
H 3.2293 -1.8148 0.5501
H 2.4842 -1.0059 1.9305
H -0.9169 1.6759 -2.3489
H -0.5955 -0.0555 -2.1853
H -2.2504 0.5295 -2.4804
```

Summary:
Frontier orbital gap = 7.965 eV



This record from OMol25 describes C4H11N3O as an isolated structure. The level of theory is ωB97M-V with the def2-TZVPD basis set.

```
19
Properties=species:S:1:pos:R:3
C -1.9608 0.1220 -0.3489
C -0.7008 -0.1372 0.4606
O -0.6819 0.6237 1.6692
N -0.4265 -1.4902 0.7019
H -1.1747 1.4418 1.5302
H -0.6925 -1.7304 1.6527
H -2.8325 -0.0786 0.2758
H -1.9797 1.1603 -0.6850
H -1.9842 -0.5194 -1.2226
C 1.8039 -0.2819 0.3143
C 0.6368 0.3339 -0.4575
N 0.4605 -0.0242 -1.8236
N 1.3474 1.4776 -0.2249
H 0.4381 -1.0267 -1.9573
H 1.1740 0.3986 -2.4032
H 1.1599 1.8305 0.7118
H 2.6975 -0.5417 -0.2466
H 1.9239 -0.1090 1.3791
H 0.7917 -1.4491 0.6741
```

Summary:
Frontier orbital gap = 9.481 eV



This record from OMol25 describes a 2-piece molecular cluster, C4H11N3O2 overall. The level of theory is ωB97M-V with the def2-TZVPD basis set.

```
20
Properties=species:S:1:pos:R:3
C -1.9699 -0.8930 1.0096
N -0.6043 -0.8040 0.4714
C 0.3356 -1.3443 1.1588
N 0.1300 -1.9935 2.3494
N 1.6064 -1.4263 0.6638
H -2.0277 -0.3424 1.9474
H -2.2757 -1.9325 1.0813
H -2.6206 -0.3483 0.3250
H -0.6531 -1.6539 2.8808
H 0.9080 -2.4367 2.7990
H 1.6934 -0.9619 -0.2353
H 2.3446 -1.2364 1.3368
C 0.4894 2.7409 -2.4578
C 0.5859 1.4799 -1.6473
O 1.5875 1.1623 -1.0381
O -0.5227 0.7568 -1.6857
H 0.2455 3.6256 -1.8688
H -0.2043 2.6606 -3.2853
H 1.4799 2.9345 -2.8475
H -0.5279 0.0128 -0.9576
```

Summary:
SMILES = CN=C(N)N.CC(=O)O
Frontier orbital gap = 9.892 eV



This record from OMol25 describes a 2-piece molecular cluster, C4H11N3O2 overall. The level of theory is ωB97M-V with the def2-TZVPD basis set.

```
20
Properties=species:S:1:pos:R:3
C 2.3913 0.1205 -0.1440
N 1.2818 0.9467 -0.6227
C 0.3867 0.6841 -1.4412
N 0.4078 -0.2436 -2.5913
N -0.6864 1.6723 -1.5565
H 3.0154 0.7374 0.4628
H 3.0544 -0.5159 -0.7644
H 1.9932 -0.7681 0.3457
H 0.8732 0.0760 -3.3641
H -0.5181 -0.3964 -2.8558
H -0.6441 2.2750 -0.7818
H -1.6271 1.4738 -1.8692
C -1.9829 -1.3136 1.7061
C -1.0926 -0.1587 2.0740
O -1.3330 0.9672 2.4621
O 0.1847 -0.4499 1.6400
H -3.1161 -1.2087 1.9618
H -1.7224 -2.1428 2.5132
H -1.7859 -1.6351 0.5541
H 0.9201 -0.1201 2.2714
```

Summary:
SMILES = CN=C(N)N.CC(=O)O
Frontier orbital gap = 9.333 eV



This record from OMol25 describes a 2-piece molecular cluster, C4H11N3O2 overall. The level of theory is ωB97M-V with the def2-TZVPD basis set.

```
20
Properties=species:S:1:pos:R:3
C -2.0418 0.6040 -0.9618
C -0.9829 -1.3770 0.1828
C -0.4487 0.8335 1.1072
C -0.7467 0.0849 -0.2116
N 2.4016 0.4986 0.0592
N 0.2184 0.0833 -1.1791
N 2.0428 -0.6099 -0.2859
O 2.4024 -1.7465 -0.4990
O 3.6927 0.7444 0.5252
H -2.9110 0.5195 -0.3889
H -1.9815 1.6708 -1.0298
H -2.1269 0.0961 -1.9026
H -0.1216 -1.9352 0.6098
H -1.4805 -1.8474 -0.6939
H -1.5557 -1.4818 1.0621
H -1.1825 0.3893 1.8985
H 0.5680 0.6023 1.4259
H -0.6635 1.8403 0.8440
H 0.7227 1.0378 -1.1482
H 4.1945 -0.0071 0.5861
```

Summary:
Frontier orbital gap (alpha / beta) = 7.990 / 7.984 eV



This record from OMol25 describes a 2-piece molecular cluster, C4H11N3O2 overall. The level of theory is ωB97M-V with the def2-TZVPD basis set.

```
20
Properties=species:S:1:pos:R:3
H -1.3279 -2.2517 1.8119
N -0.5571 -2.2520 1.1536
C -0.8220 -1.5097 0.1588
N -1.9480 -0.7063 0.0330
N 0.0684 -1.3648 -0.8887
C 1.0988 -2.3683 -1.0805
H -2.8898 -1.0631 0.0726
H -1.9060 0.0057 -0.6795
H -0.3494 -1.0796 -1.7398
H 2.0275 -1.9657 -1.4555
H 0.8219 -3.1039 -1.8434
H 1.2554 -2.8719 -0.1549
C 1.4316 3.0380 -0.2594
C 0.3978 2.0118 0.1434
O -0.5800 1.7864 -0.5138
O 0.6925 1.3933 1.2984
H 2.0101 2.5686 -1.0531
H 2.1608 3.2007 0.5261
H 0.9580 3.9280 -0.6595
H 0.7121 0.4336 1.3670
```

Summary:
SMILES = [H]/N=C(\N)NC.CC(=O)O
Frontier orbital gap = 9.699 eV



This record from OMol25 describes a 2-piece molecular cluster, C4H11N3O2 overall. The level of theory is ωB97M-V with the def2-TZVPD basis set.

```
20
Properties=species:S:1:pos:R:3
C -1.5350 -3.4556 -0.9034
N -2.1975 -2.1966 -0.7251
C -1.4850 -1.1541 -0.6179
N -2.0832 0.1085 -0.5100
N -0.1018 -1.1542 -0.5609
H -1.0970 -3.5571 -1.8944
H -2.2488 -4.2666 -0.8610
H -0.7531 -3.7141 -0.1802
H -3.0791 -0.0122 -0.4087
H -1.6609 0.6658 0.2298
H 0.4053 -1.7424 -1.2021
H 0.5274 -0.4394 -0.2161
C 1.8326 3.4842 1.3608
C 1.6892 2.0953 0.8379
O 0.8349 1.3050 1.1697
O 2.6912 1.7746 0.0062
H 2.4197 3.4226 2.2895
H 0.8729 3.8513 1.7163
H 2.3599 4.1484 0.6871
H 2.6082 0.8365 -0.2174
```

Summary:
SMILES = CN=C(N)N.CC(=O)O
Frontier orbital gap = 8.889 eV



This record from OMol25 describes a 2-piece molecular cluster, C4H11N3O2 overall. The level of theory is ωB97M-V with the def2-TZVPD basis set.

```
20
Properties=species:S:1:pos:R:3
C 1.3295 -2.6434 -0.6923
N 1.6128 -1.6143 0.2838
C 0.6208 -1.1224 0.9066
N -0.7452 -1.4843 0.8073
N 0.8477 -0.0042 1.6886
H 0.4473 -2.4392 -1.3226
H 1.2222 -3.6307 -0.2512
H 2.0883 -2.6801 -1.4790
H -0.8418 -2.4023 1.2107
H -1.2496 -1.1154 0.0244
H 0.1895 0.1493 2.4410
H 1.7824 0.2351 1.9762
C -1.6847 1.8231 -0.8886
C -0.6987 2.8874 -0.4492
O -0.8888 3.7329 0.3706
O 0.4560 2.7275 -1.1488
H -2.1102 1.9954 -1.8611
H -2.4975 1.7782 -0.1644
H -1.1398 0.8861 -0.8008
H 1.2600 2.9212 -0.6511
```

Summary:
SMILES = CN=C(N)N.CC(=O)O
Frontier orbital gap = 9.719 eV